Record 1
Density functional theory data (ωB97M-V/def2-TZVPD) for a molecular structure, C6H8LiO6 in a non-equilibrium geometry.

The geometry in ORCA input format:
```
! wB97M-V def2-TZVPD RIJCOSX def2/J DEFGRID3
* xyz 0 2
O 1.74186 0.15960 -1.04755
C 2.66993 -0.77845 -0.66512
O 2.66190 -1.89620 -1.21126
O 3.42853 -0.41861 0.25814
C 0.72037 -0.22724 -1.96411
H 1.15187 -0.28913 -2.98052
H 0.34089 -1.23122 -1.71023
C -0.39288 0.75545 -1.88560
H -0.15067 1.79181 -1.64023
H -1.31824 0.50078 -2.40637
O -0.46042 -0.68988 1.85976
C -1.02965 0.19072 2.65894
C -0.57654 -0.14410 0.34458
O -0.91955 0.14616 3.87221
O -1.57520 1.19761 2.00155
C -1.66142 0.90475 0.59074
H -0.93943 -1.05411 -0.14325
H 0.42789 0.25300 0.16010
H -2.66555 0.51117 0.39708
H -1.48449 1.83927 0.05064
Li 0.03080 -1.52138 3.46050
*
```

- Gap between HOMO and LUMO (spin up / spin down): 5.9487 / 5.8989 eV
- E_HOMO (spin up / spin down): -7.221 / -7.221 eV
- Relative energy (zero: lowest compared OMol25 entry of this formula, charge and spin): 81.86 kcal/mol

---

Record 2
Density functional theory data (ωB97M-V/def2-TZVPD) for a molecular structure, C49H42BrCrN6O8SSb in a non-equilibrium geometry.

The geometry in ORCA input format:
```
! wB97M-V def2-TZVPD RIJCOSX def2/J DEFGRID3
* xyz 1 4
Cr -13.13271 3.46874 21.59547
C -10.98218 2.57269 25.97350
O -12.35607 2.11031 25.95580
C -13.27087 2.67627 25.09577
O -14.41256 2.27460 24.90445
N -12.77836 3.79669 24.48798
N -13.60851 4.29291 23.41232
H -10.55961 2.05480 26.84902
H -10.90685 3.64886 26.17808
H -10.43223 2.22273 25.05550
H -11.76164 3.80341 24.24149
H -13.30856 5.28152 23.31200
H -14.59901 4.21062 23.81906
C -17.67187 4.30080 27.40196
O -17.68842 5.06461 26.22967
C -18.13222 4.36883 25.12561
C -18.33511 5.14744 23.96547
C -18.86926 4.56458 22.80584
C -19.21821 3.22278 22.83003
C -19.09765 2.50147 24.03468
C -18.39458 3.02417 25.10394
N -19.93710 2.59552 21.77124
N -19.39161 2.37611 20.63596
C -18.03811 2.86585 20.46375
C -17.84813 4.09619 19.82504
C -16.57719 4.67751 19.80460
C -15.55736 4.10546 20.55502
O -14.37939 4.62943 20.82721
C -15.77942 2.77704 21.01612
N -14.70782 2.24473 21.74666
C -14.81857 1.00561 22.20170
C -16.05158 0.30522 22.11872
C -17.06187 0.86162 21.47614
C -17.00178 2.13312 20.96958
H -17.32890 4.88987 28.25654
H -16.80504 3.68673 27.30996
H -18.63241 3.73536 27.57551
H -18.06696 6.22089 23.99608
H -19.01496 5.13115 21.91210
H -19.42522 1.49243 23.93258
H -18.07072 2.43418 25.90280
H -18.74156 4.51030 19.31021
H -16.45158 5.65982 19.42074
H -13.90570 0.50492 22.61319
H -16.01928 -0.70231 22.60383
H -17.95234 0.28255 21.32496
O -11.91631 6.41414 22.74580
C -11.42703 5.98443 21.69692
O -11.59505 4.71172 21.34294
C -10.68241 6.80599 20.74532
C -10.76574 8.20828 20.83154
C -10.11036 9.03168 19.92514
C -9.36661 8.40448 18.91127
O -8.55140 9.03896 18.05139
C -8.14663 8.00527 17.08326
O -8.44072 6.70786 17.73331
C -9.31037 7.02427 18.79353
C -9.94336 6.17707 19.72163
H -11.32845 8.58389 21.71985
H -10.19469 10.09357 19.96379
H -7.10533 8.08592 16.93069
H -8.70888 8.08925 16.18987
H -9.97450 5.12695 19.62007
Br -12.01384 2.24615 15.01912
C -12.29565 2.55787 16.85584
C -11.97700 3.79507 17.39265
C -12.23795 3.99870 18.74067
N -12.68390 3.01287 19.51160
C -12.97049 1.81362 18.98162
C -12.85584 1.56821 17.65547
H -11.57593 4.59639 16.79475
H -12.07235 4.95846 19.17263
H -13.21565 1.00997 19.72548
H -13.18893 0.59906 17.24683
S -11.72961 1.45847 22.10193
Sb -9.57972 1.90087 21.66831
C -8.54668 3.09326 23.13870
C -7.26421 2.76455 23.46846
C -6.48463 3.68475 24.16414
C -7.01690 4.90671 24.50712
C -8.36040 5.19692 24.24429
C -9.15773 4.29066 23.55486
C -8.71168 2.47599 19.85437
C -8.82064 1.71207 18.71636
C -8.07088 2.09911 17.62089
C -7.33533 3.27244 17.55556
C -7.33326 4.07851 18.66047
C -8.02118 3.64172 19.79553
C -8.60496 0.04761 21.91972
C -9.28759 -0.90926 22.63732
C -8.79339 -2.20322 22.71216
C -7.58723 -2.50816 22.13977
C -6.88344 -1.49381 21.42921
C -7.43256 -0.26577 21.29815
H -6.81549 1.79638 23.08972
H -5.40754 3.52971 24.24834
H -6.34315 5.61037 25.08770
H -8.71046 6.14606 24.46616
H -10.12203 4.53912 23.17898
H -9.39538 0.78421 18.64730
H -8.01459 1.47920 16.78609
H -6.67484 3.44667 16.69462
H -6.80462 5.00681 18.67098
H -7.91096 4.27697 20.67508
H -10.24854 -0.76079 23.11067
H -9.29871 -3.00921 23.23900
H -7.15377 -3.45383 22.21182
H -5.90106 -1.59366 20.95987
H -6.94618 0.49476 20.68045
*
```

- Gap between HOMO and LUMO (spin up / spin down): 7.3316 / 7.0559 eV
- E_HOMO (spin up / spin down): -9.780 / -9.835 eV
- Relative energy (zero: lowest compared OMol25 entry of this formula, charge and spin): 0.00 kcal/mol

---

Record 3
Density functional theory data (ωB97M-V/def2-TZVPD) for a molecular structure, C50H42N6O6RuS3 in a non-equilibrium geometry.

The geometry in ORCA input format:
```
! wB97M-V def2-TZVPD RIJCOSX def2/J DEFGRID3
* xyz -1 2
Ru -1.45720 -0.04985 -1.28062
O -2.68899 -4.21471 -0.32205
C -2.05315 -3.40891 -0.99787
O -2.24398 -2.15688 -0.96407
C -0.99865 -3.96505 -1.95081
C -0.75887 -5.33151 -1.83814
C 0.19690 -5.97710 -2.59417
C 0.96496 -5.23584 -3.48188
C 0.72673 -3.88740 -3.63254
C -0.26114 -3.22784 -2.88847
S -0.52078 -1.55275 -3.30472
H -1.36186 -5.87004 -1.12083
H 0.34363 -7.04373 -2.50316
H 1.74205 -5.71310 -4.06314
H 1.28852 -3.30760 -4.34900
N -1.36722 3.04732 0.58553
C -2.45168 2.93702 -0.08048
N -2.82751 1.87892 -0.77411
C -4.03170 2.02475 -1.38780
C -4.67032 3.21209 -1.17542
S -3.74146 4.25026 -0.16370
C -4.54330 0.94870 -2.20858
C -5.78388 0.86128 -2.76429
S -5.95938 -0.62577 -3.63616
C -4.28900 -1.02990 -3.17933
N -3.72333 -0.11770 -2.46536
N -3.69056 -2.11859 -3.68209
H -1.25870 1.32784 1.01691
H -1.23836 3.92457 1.06942
H -5.61419 3.53116 -1.56194
H -6.60952 1.54152 -2.69490
H -4.25163 -2.93591 -3.85439
H -2.73697 -2.26259 -3.34717
C 2.90303 -1.38187 4.06002
C 2.80466 -0.03134 3.33611
C 3.90737 0.92193 3.81417
O 2.91453 -0.20133 1.94709
C 1.61393 -0.20049 1.38317
C 0.81628 0.67213 2.36437
O 1.53283 0.53584 3.58347
C -0.68211 0.29901 2.55314
O -1.32928 0.38488 1.30157
C -1.36257 1.30658 3.47178
C -2.74510 1.42749 3.37931
C -3.41729 2.37876 4.12185
C -2.71523 3.22175 4.96799
C -1.34231 3.09673 5.07460
C -0.66782 2.14529 4.33029
C -0.84991 -1.11381 3.08276
C -0.84717 -1.40650 4.44053
C -1.05271 -2.70962 4.86565
C -1.25918 -3.72964 3.95034
C -1.25453 -3.44009 2.59759
C -1.04375 -2.14239 2.16980
C 1.72229 0.29106 -0.10025
O 0.50275 0.50086 -0.64965
C 2.47822 -0.75260 -0.92856
C 3.12476 -1.85190 -0.38362
C 3.80639 -2.73573 -1.20132
C 3.83812 -2.54227 -2.57032
C 3.17314 -1.46076 -3.12324
C 2.50233 -0.56907 -2.30743
C 2.51755 1.60359 -0.11072
C 3.89516 1.62113 -0.27513
C 4.57856 2.82315 -0.32295
C 3.89649 4.02185 -0.20772
C 2.52419 4.00970 -0.03789
C 1.83642 2.80970 0.01076
H 3.88391 -1.81466 3.88724
H 2.13799 -2.05499 3.68112
H 2.74963 -1.23718 5.12475
H 4.87806 0.49017 3.58975
H 3.81381 1.07348 4.88617
H 3.81466 1.87664 3.30155
H 1.19206 -1.21757 1.38043
H 0.85797 1.72263 2.03908
H -3.28342 0.78435 2.69867
H -4.48989 2.47349 4.03116
H -3.23702 3.97593 5.53853
H -0.78189 3.74971 5.73027
H 0.40149 2.05659 4.41873
H -0.68679 -0.61984 5.16420
H -1.07249 -2.93253 5.92304
H -1.44871 -4.74063 4.28939
H -1.43621 -4.21237 1.86636
H -1.06814 -1.90869 1.11397
H 3.13076 -2.01852 0.68105
H 4.31744 -3.57873 -0.75643
H 4.38151 -3.23395 -3.19959
H 3.17951 -1.30876 -4.19352
H 1.98135 0.27713 -2.73473
H 4.43647 0.69260 -0.36862
H 5.65160 2.82186 -0.45634
H 4.43255 4.95876 -0.26060
H 1.98171 4.94137 0.05451
H 0.76032 2.81149 0.13082
N 2.39451 4.70130 -3.30832
C 1.56408 3.93840 -3.52323
C 0.55797 3.00615 -3.85060
C 0.30615 2.67543 -5.19031
C -0.68515 1.75086 -5.45794
C -1.40011 1.20308 -4.40303
N -1.16332 1.52218 -3.12986
C -0.20998 2.39797 -2.85530
H 0.87234 3.14689 -5.97975
H -0.92150 1.46414 -6.47119
H -2.19390 0.48905 -4.57484
H -0.04887 2.62207 -1.80886
*
```

- Gap between HOMO and LUMO (spin up / spin down): 5.5827 / 6.4455 eV
- E_HOMO (spin up / spin down): -4.753 / -4.750 eV

---

Record 4
Density functional theory data (ωB97M-V/def2-TZVPD) for a gas-phase ion, C8H12F3O2Si (charge +1) in a non-equilibrium geometry.

The geometry in ORCA input format:
```
! wB97M-V def2-TZVPD RIJCOSX def2/J DEFGRID3
* xyz 1 1
C -0.32860 -3.44400 -1.52641
C 0.33703 -3.29208 -0.34863
C -0.90025 -2.44761 -2.20110
C 0.81334 -1.90523 0.05578
C -1.91530 1.06464 -0.30555
C 0.92230 1.92689 -0.91675
C 0.22937 0.85852 1.99577
C 2.33616 -1.82810 -0.18877
O 0.10851 -0.82279 -0.40443
O -1.34238 -1.69297 -2.92982
F 3.00320 -2.72723 0.49083
F 2.81474 -1.92755 -1.41230
F 2.73655 -0.64585 0.21079
Si -0.17404 0.83311 0.12937
H -0.82473 -4.44766 -1.71663
H 0.73655 -4.12634 0.31058
H 0.72404 -1.91941 1.08704
H -1.98265 2.10228 0.08181
H -2.46227 1.03316 -1.39249
H -2.62096 0.31641 0.24427
H 0.10041 2.64420 -1.36828
H 1.69354 2.48440 -0.42181
H 1.39203 1.33364 -1.65947
H -0.01594 1.82796 2.44866
H -0.47968 0.12933 2.46557
H 1.19186 0.57940 2.26526
*
```

- Gap between HOMO and LUMO: 7.3414 eV
- E_HOMO: -13.643 eV
- Relative energy (zero: lowest compared OMol25 entry of this formula, charge and spin): 46.79 kcal/mol

---

Record 5
Density functional theory data (ωB97M-V/def2-TZVPD) for a gas-phase ion, H2I2O2P (charge +1) in a non-equilibrium geometry.

The geometry in ORCA input format:
```
! wB97M-V def2-TZVPD RIJCOSX def2/J DEFGRID3
* xyz 1 1
O 0.58124 -0.10362 -1.42895
O 1.00553 -0.14522 1.12268
P -0.01736 0.07047 -0.00794
I -0.80129 2.31159 0.21697
I -1.93543 -1.89930 0.25167
H 0.20713 0.45327 -2.12798
H 0.96018 -0.68720 1.97354
*
```

- Gap between HOMO and LUMO: 7.7466 eV
- E_HOMO: -14.403 eV
- Relative energy (zero: lowest compared OMol25 entry of this formula, charge and spin): 22.42 kcal/mol

---

Record 6
Density functional theory data (ωB97M-V/def2-TZVPD) for a molecular structure, C18H29CoN6O6P.

The geometry in ORCA input format:
```
! wB97M-V def2-TZVPD RIJCOSX def2/J DEFGRID3
* xyz 1 5
Co -0.46742 0.80436 0.54150
C -1.66715 2.07695 3.32030
N -1.85440 1.99886 1.86861
C -3.17370 1.39541 1.60588
C -1.78852 3.34650 1.26531
C -1.76331 3.23705 -0.23983
C -2.27555 4.25029 -1.03760
C -2.26141 4.11106 -2.41936
C -1.77219 2.94368 -2.98727
C -1.28418 1.92866 -2.17225
C -1.24067 2.05640 -0.78168
H -2.49161 2.62226 3.79391
H -0.74340 2.59987 3.56147
H -1.62659 1.07032 3.73458
H -3.96430 2.02262 2.03363
H -3.21134 0.41120 2.06861
H -3.33190 1.28245 0.53635
H -0.88133 3.82922 1.64458
H -2.63344 3.95800 1.60707
H -2.69623 5.14413 -0.58899
H -2.65660 4.89882 -3.04793
H -1.79742 2.81793 -4.06297
H -0.97827 0.99715 -2.63629
O 1.74530 2.08378 2.45962
C 1.03983 1.75657 1.65197
C 4.15630 -0.37871 -1.97571
N 4.17520 -1.20660 -0.78849
C 3.92702 -2.60098 -1.16983
N 2.67812 -2.78941 -1.90722
C 2.68054 -1.96014 -3.09213
N 2.86332 -0.56094 -2.66171
C 1.76456 0.07245 -2.11479
P 1.42856 -0.85099 -0.32862
C 3.20619 -0.73071 0.20145
C 1.49255 -2.54735 -1.09556
H 4.94451 -0.68830 -2.66020
H 4.27570 0.67404 -1.72464
H 3.90112 -3.21364 -0.27008
H 4.75443 -2.93610 -1.79663
H 1.74084 -2.04645 -3.63395
H 3.51613 -2.22421 -3.73820
H 0.83952 -0.08849 -2.66396
H 1.93330 1.11910 -1.86528
H 3.30559 -1.33086 1.10539
H 3.45252 0.29983 0.46896
H 0.58386 -2.68970 -1.67582
H 1.47010 -3.25847 -0.27137
O -2.99438 -1.50022 0.04763
N -1.97964 -1.90036 -0.51960
O -1.54244 -3.07309 -0.26895
O -1.31337 -1.16511 -1.25866
N -2.16987 -3.06582 2.30388
C -0.80095 -2.89218 2.86300
C -0.11869 -1.75338 2.09979
O 1.03458 -1.95246 1.66480
O -0.81462 -0.71334 1.96356
H -2.70271 -3.78298 2.78833
H -2.08592 -3.28233 1.25265
H -2.68197 -2.18177 2.32994
H -0.25501 -3.82371 2.75926
H -0.88920 -2.62014 3.91350
*
```

- Gap between HOMO and LUMO (spin up / spin down): 8.2953 / 5.5092 eV
- E_HOMO (spin up / spin down): -10.524 / -10.883 eV

---

Record 7
Density functional theory data (ωB97M-V/def2-TZVPD) for a molecular structure, C5H9NO2 in a non-equilibrium geometry.

The geometry in ORCA input format:
```
! wB97M-V def2-TZVPD RIJCOSX def2/J DEFGRID3
* xyz 0 3
C 0.02717 1.84208 -0.75934
C 0.00140 0.45639 -1.40646
C 0.54374 -0.00961 -0.06808
C -1.50533 -1.18508 0.66908
C -0.23410 -0.51624 1.10558
N 1.94568 -0.10921 0.01976
O 2.31229 -0.87162 0.92600
O 2.68557 0.39508 -0.82288
H 1.08359 2.39354 -0.67271
H -0.89342 2.41770 -0.41504
H -1.10298 0.25060 -1.47915
H 0.68721 0.14644 -2.21418
H -2.39505 -0.53473 0.38025
H -1.85549 -2.02227 1.45106
H -1.21732 -1.77736 -0.18104
H 0.38025 -1.19207 1.73970
H -0.46319 0.31635 1.72746
*
```

- Gap between HOMO and LUMO (spin up / spin down): 7.7938 / 8.0539 eV
- E_HOMO (spin up / spin down): -7.012 / -10.244 eV
- Relative energy (zero: lowest compared OMol25 entry of this formula, charge and spin): 86.36 kcal/mol